(1)
{"formula": "C4H27NO11S", "method": "the ωB97M-V functional and the def2-TZVPD basis", "e_above_lowest_kcal_mol": 0.0, "e_tot_ha": -1449.2524, "homo_ev": -9.3, "homo_lumo_gap_ha": 0.34218, "smiles": "C[C@@H](CS)NC(=O)O.O.O.O.O.O.O.O.O.O", "molar_mass_g_mol": 297.3, "species": ["C", "C", "C", "S", "N", "C", "O", "O", "H", "H", "H", "H", "H", "H", "H", "H", "H", "O", "H", "H", "O", "H", "H", "O", "H", "H", "O", "H", "H", "O", "H", "H", "O", "H", "H", "O", "H", "H", "O", "H", "H", "O", "H", "H"], "positions_angstrom": [[0.03533, -2.54720, 1.07765], [0.79537, -1.23519, 1.26374], [2.15672, -1.43956, 1.95528], [1.98446, -1.71494, 3.73167], [1.08977, -0.54784, -0.05244], [0.72225, -1.05436, -1.26486], [0.33361, -2.16908, -1.57496], [0.95117, -0.10353, -2.23462], [0.62382, -3.29867, 0.55368], [-0.21838, -3.01854, 2.04365], [-0.92502, -2.41135, 0.52698], [0.11893, -0.53314, 1.80836], [2.79883, -0.54290, 1.78656], [2.71620, -2.33454, 1.48966], [1.48265, -0.55686, 4.06710], [1.23155, 0.45390, 0.05404], [0.83413, -0.45519, -3.14959], [-1.42171, 1.19202, -2.23961], [-1.82804, 0.35105, -2.25438], [-0.48331, 0.99083, -2.09205], [-3.15111, -1.47396, 0.19797], [-3.36032, -2.12084, 0.85412], [-2.95439, -0.72175, 0.73166], [-0.08656, 1.68447, 1.82433], [-0.12053, 2.29393, 1.04645], [-0.12918, 2.29701, 2.55603], [-0.02024, 3.26656, -0.33285], [0.78947, 2.98599, -0.72366], [-0.73191, 3.00993, -0.95425], [-2.15247, -1.39021, -2.29655], [-1.36604, -1.87804, -2.25033], [-2.60597, -1.47356, -1.43863], [4.16735, 0.18232, -0.84133], [3.24078, -0.17392, -0.81472], [4.73578, -0.55859, -0.88946], [-3.21287, 2.27265, -0.56382], [-2.50935, 1.93149, -1.13733], [-4.03303, 1.93641, -0.96296], [-2.61173, 0.76666, 1.55033], [-1.67999, 1.01379, 1.68116], [-2.93167, 1.36805, 0.90771], [2.21349, 1.95074, -1.03743], [2.40246, 1.57676, -1.93444], [3.10972, 2.22922, -0.66786]], "lowdin_charge": [-0.0686, -0.3929, -0.5371, 0.7333, 0.1262, -0.5491, 0.0643, 0.0363, 0.0788, 0.0814, 0.0729, 0.1160, 0.0732, 0.1120, -0.1680, 0.1042, 0.1679, -0.0397, -0.0197, 0.0219, -0.0337, 0.0544, -0.0237, -0.0665, 0.0168, 0.0685, -0.0297, -0.0159, 0.0538, -0.0361, -0.0219, 0.0107, -0.0547, 0.0278, 0.0244, -0.0570, -0.0153, 0.0766, -0.0541, -0.0009, -0.0313, -0.0960, 0.0779, 0.1123]}

=====

(2)
{"formula": "C5H11O3", "method": "the ωB97M-V functional and the def2-TZVPD basis", "e_above_lowest_kcal_mol": 32.3, "e_tot_ha": -422.8622, "homo_ev": -3.9, "homo_lumo_gap_ha": 0.27748, "molar_mass_g_mol": 119.1, "total_charge": -1, "species": ["C", "C", "C", "O", "O", "H", "H", "H", "H", "H", "C", "C", "O", "H", "H", "H", "H", "H", "H"], "positions_angstrom": [[-1.34821, 1.42150, -0.39667], [-1.19501, 2.90369, -0.86183], [-0.93321, 0.37171, -1.51799], [-1.48983, 0.52452, -2.61671], [0.08845, -0.27896, -1.18286], [-0.71734, 1.38381, 0.46334], [-2.40214, 1.23439, -0.20128], [-1.10602, 3.45630, 0.11578], [-2.01786, 3.23635, -1.49988], [-0.21465, 2.96764, -1.35236], [1.93861, -1.95348, 2.12856], [0.47831, -1.81451, 2.63838], [2.19380, -1.05230, 1.07858], [2.65957, -1.56954, 2.84830], [2.31440, -2.98845, 1.89050], [0.37748, -1.39505, 3.63784], [1.81296, -1.28104, 0.22062], [-0.05253, -2.76223, 2.53850], [-0.02665, -1.17625, 1.91959]], "lowdin_charge": [-0.2023, -0.1347, -0.7508, -0.0788, -0.1011, 0.0652, 0.0818, 0.0605, 0.0547, 0.0666, -0.3291, -0.0728, -0.1051, 0.0912, 0.1101, 0.0583, 0.0657, 0.0572, 0.0633]}

=====

(3)
{"formula": "C18H14Cl2CuF12N4O12S4", "method": "the ωB97M-V functional and the def2-TZVPD basis", "e_above_lowest_kcal_mol": 0.0, "e_tot_ha": -7167.9670, "multiplicity": 2, "homo_ev": [-10.7, -10.7], "homo_lumo_gap_ha": [0.34127, 0.26397], "molar_mass_g_mol": 969.0, "species": ["Cu", "C", "F", "F", "F", "S", "O", "O", "N", "S", "O", "O", "C", "F", "F", "F", "C", "F", "F", "F", "S", "O", "O", "N", "S", "O", "O", "C", "F", "F", "F", "Cl", "C", "C", "Cl", "H", "H", "H", "H", "C", "C", "C", "C", "C", "C", "N", "O", "O", "H", "H", "H", "H", "H", "C", "C", "C", "C", "C", "C", "N", "O", "O", "H", "H", "H", "H", "H"], "positions_angstrom": [[-0.47232, -0.66459, -0.70425], [2.64145, 1.98521, -1.21306], [3.93040, 1.69357, -1.26545], [2.22286, 1.98949, 0.05451], [2.42826, 3.17848, -1.73469], [1.76450, 0.63402, -2.13109], [2.16897, 0.69783, -3.48283], [2.06595, -0.59160, -1.45392], [0.16101, 0.91439, -1.85857], [-0.45818, 1.78695, -3.10744], [0.39346, 2.85642, -3.49972], [-1.04370, 0.92788, -4.08537], [-1.87720, 2.62989, -2.26660], [-2.46004, 3.41794, -3.16706], [-2.77874, 1.78465, -1.79372], [-1.42628, 3.37688, -1.25392], [0.39152, -3.90264, 2.04180], [-0.06881, -4.94426, 2.72917], [0.82133, -2.97961, 2.88507], [1.38411, -4.28340, 1.26431], [-1.07958, -3.19407, 1.09173], [-2.04559, -4.21682, 0.96517], [-1.42262, -1.99016, 1.76297], [-0.41175, -2.66516, -0.36733], [-0.54637, -3.92101, -1.40461], [0.01761, -5.11913, -0.87746], [-1.81137, -4.00658, -2.04431], [0.57601, -3.38347, -2.77049], [0.21197, -4.03780, -3.87671], [0.42148, -2.06100, -2.99264], [1.84603, -3.65595, -2.49307], [-2.69507, -1.08375, -2.30598], [-3.11579, -1.17719, -4.04051], [-3.10240, -2.61870, -4.50260], [-3.26981, -2.68869, -6.26290], [-2.41637, -0.57421, -4.61371], [-4.08731, -0.69512, -4.13492], [-3.82686, -3.24502, -3.99164], [-2.13037, -3.03659, -4.25192], [5.14149, 0.14282, 3.50437], [4.10510, 0.52426, 4.32400], [2.80633, 0.49494, 3.84834], [2.57909, -0.02126, 2.59254], [3.60032, -0.46021, 1.78143], [4.88966, -0.38969, 2.25005], [1.20933, -0.22542, 2.15989], [1.04727, -0.41928, 0.95339], [0.33066, -0.19401, 2.98089], [6.17540, 0.18152, 3.82383], [4.28538, 0.92145, 5.31337], [2.00190, 0.80684, 4.49988], [3.35689, -1.00781, 0.87925], [5.71494, -0.77387, 1.66840], [-1.75478, 4.90093, 2.68313], [-0.70778, 4.16627, 2.11540], [-0.88054, 2.83644, 1.79183], [-2.08392, 2.24267, 2.05908], [-3.10875, 2.92055, 2.69506], [-2.96159, 4.28194, 2.94243], [-2.34973, 0.91628, 1.54473], [-3.25287, 0.28218, 1.98627], [-1.60796, 0.54968, 0.62155], [-1.66866, 5.96739, 2.83895], [0.20762, 4.69521, 1.88357], [-0.11671, 2.28816, 1.25510], [-4.02088, 2.38595, 2.92660], [-3.83757, 4.84897, 3.23048]], "lowdin_spin": [0.8033, -0.0004, 0.0000, -0.0001, -0.0001, 0.0015, 0.0071, 0.0135, 0.0311, 0.0032, 0.0043, 0.0006, -0.0001, 0.0000, 0.0000, 0.0001, 0.0005, 0.0002, 0.0002, -0.0001, 0.0028, 0.0004, 0.0007, 0.0522, 0.0045, 0.0125, 0.0005, 0.0002, 0.0001, 0.0040, 0.0000, 0.0261, 0.0042, 0.0002, 0.0003, 0.0003, 0.0011, 0.0000, 0.0000, -0.0001, 0.0001, 0.0002, 0.0010, 0.0000, 0.0000, 0.0014, 0.0149, -0.0016, 0.0000, 0.0000, 0.0000, 0.0000, 0.0000, 0.0000, 0.0000, 0.0000, 0.0006, 0.0001, 0.0001, 0.0008, -0.0013, 0.0091, 0.0000, 0.0000, 0.0000, 0.0000, 0.0000]}

=====

(4)
{"formula": "C6H10O", "method": "the ωB97M-V functional and the def2-TZVPD basis", "e_above_lowest_kcal_mol": 94.8, "e_tot_ha": -309.6913, "homo_ev": [-8.5, -7.7], "homo_lumo_gap_ha": [0.32930, 0.28612], "molar_mass_g_mol": 98.1, "species": ["C", "C", "O", "C", "C", "C", "C", "H", "H", "H", "H", "H", "H", "H", "H", "H", "H"], "positions_angstrom": [[-1.93710, -0.67193, 0.03440], [-0.92318, -0.01646, -0.83326], [-0.67340, 1.36070, -0.52592], [0.72373, 1.51777, -0.33555], [1.24182, 0.10919, -0.01110], [0.72809, -0.37405, 1.35858], [0.34551, -0.68299, -0.89229], [-0.36862, -0.58228, 1.30066], [-1.75267, -1.70084, 0.34112], [-2.98267, -0.44167, -0.16593], [-1.38993, -0.11748, -1.83941], [1.20561, 1.91563, -1.24263], [0.87517, 2.22815, 0.48442], [2.32173, -0.00068, -0.15208], [0.79345, 0.39422, 2.13334], [1.25523, -1.27919, 1.66645], [0.53722, -1.65809, -1.32079]], "lowdin_charge": [0.0861, -0.4720, -0.0815, -0.1697, -0.3122, -0.0517, -0.0135, 0.0535, 0.0649, 0.0573, 0.1598, 0.1229, 0.1240, 0.1401, 0.0861, 0.0859, 0.1201]}

=====

> What is the formula in the fourth record?

C6H10O